# 1
This record from the OMol25 dataset describes a structure of composition C44H46N9OS2 at a distorted geometry. The level of theory is ωB97M-V/def2-TZVPD.

Values from the calculation:
Frontier orbital gap, eV: 5.1
E_LUMO, hartree: -0.2063
Net charge: +1
Largest force on an atom, Eh/bohr: 0.107
Multiplicity: 1

Each line ends with the Löwdin charge.
Cartesian coordinates (Å):
S  1.56  -1.49  3.41  0.897
C  2.32  -1.69  1.99  -0.711
N  3.01  -1.89  0.90  -0.244
S  4.66  -1.56  1.34  1.130
C  4.72  0.26  1.64  -0.258
C  4.69  0.50  3.30  -0.255
C  3.67  1.71  3.83  -0.011
O  5.29  1.75  3.75  -0.143
H  4.94  -2.11  2.59  0.051
H  5.75  0.67  1.42  0.121
H  3.89  0.84  1.18  0.113
H  4.77  -0.45  3.98  0.141
H  3.78  2.83  3.75  0.150
H  3.11  1.63  2.83  0.041
N  -3.17  -4.97  1.19  0.060
C  -1.86  -4.68  1.20  -0.151
C  -1.36  -3.41  1.45  -0.087
C  -2.26  -2.39  1.70  -0.087
C  -3.62  -2.66  1.69  -0.092
C  -4.02  -3.96  1.43  -0.154
H  -1.20  -5.51  1.00  0.105
H  -0.30  -3.23  1.45  0.062
H  -1.90  -1.38  1.89  0.090
H  -4.34  -1.88  1.87  0.107
H  -5.07  -4.22  1.41  0.113
N  -3.95  -0.81  -0.83  0.059
C  -4.06  0.31  -1.56  -0.156
C  -3.89  0.35  -2.93  -0.061
C  -3.58  -0.83  -3.59  -0.072
C  -3.46  -2.00  -2.85  -0.062
C  -3.66  -1.94  -1.48  -0.143
H  -4.30  1.21  -1.00  0.094
H  -3.99  1.28  -3.47  0.091
H  -3.44  -0.84  -4.66  0.074
H  -3.22  -2.94  -3.33  0.101
H  -3.58  -2.82  -0.87  0.082
N  -1.02  1.63  1.90  0.046
C  -2.29  1.68  1.45  -0.151
C  -3.21  2.63  1.86  -0.056
C  -2.82  3.58  2.79  -0.068
C  -1.52  3.54  3.28  -0.087
C  -0.67  2.56  2.80  -0.182
H  -2.55  0.92  0.73  0.076
H  -4.22  2.63  1.46  0.106
H  -3.51  4.33  3.14  0.115
H  -1.17  4.27  4.01  0.110
H  0.36  2.50  3.15  0.087
N  4.00  -3.06  -2.80  0.051
C  3.04  -2.80  -1.90  -0.176
C  1.69  -2.89  -2.17  -0.071
C  1.30  -3.28  -3.44  -0.070
C  2.27  -3.56  -4.39  -0.062
C  3.60  -3.43  -4.02  -0.145
H  3.40  -2.49  -0.92  0.025
H  0.95  -2.67  -1.40  0.093
H  0.25  -3.37  -3.69  0.106
H  2.01  -3.86  -5.39  0.107
H  4.40  -3.64  -4.72  0.107
N  8.28  6.03  0.75  0.064
C  8.86  4.92  1.22  -0.145
C  8.18  3.91  1.87  -0.074
C  6.81  4.06  2.07  -0.091
C  6.19  5.21  1.60  -0.078
C  6.96  6.16  0.95  -0.148
H  9.93  4.85  1.04  0.106
H  8.70  3.03  2.23  0.100
H  6.24  3.30  2.58  0.065
H  5.13  5.37  1.73  0.092
H  6.52  7.07  0.56  0.105
N  -1.06  6.71  0.73  0.064
C  -0.34  5.58  0.75  -0.153
C  1.02  5.52  0.47  -0.079
C  1.67  6.70  0.14  -0.086
C  0.95  7.89  0.11  -0.070
C  -0.41  7.83  0.41  -0.146
H  -0.89  4.68  1.01  0.078
H  1.55  4.58  0.51  0.091
H  2.73  6.70  -0.09  0.100
H  1.42  8.83  -0.14  0.104
H  -1.01  8.73  0.40  0.106
N  -3.64  -7.44  5.14  0.049
C  -3.82  -8.70  5.58  -0.159
C  -4.19  -9.75  4.76  -0.078
C  -4.39  -9.50  3.41  -0.083
C  -4.21  -8.21  2.93  -0.076
C  -3.84  -7.23  3.83  -0.160
H  -3.66  -8.85  6.64  0.101
H  -4.32  -10.75  5.17  0.101
H  -4.68  -10.30  2.74  0.105
H  -4.35  -7.97  1.89  0.098
H  -3.68  -6.20  3.51  0.079
N  -3.38  1.13  -6.16  0.050
C  -3.95  2.22  -6.68  -0.142
C  -3.65  2.73  -7.93  -0.067
C  -2.70  2.07  -8.70  -0.074
C  -2.09  0.94  -8.19  -0.070
C  -2.46  0.51  -6.92  -0.152
H  -4.68  2.70  -6.04  0.105
H  -4.15  3.62  -8.30  0.105
H  -2.44  2.44  -9.68  0.109
H  -1.34  0.40  -8.75  0.103
H  -2.01  -0.38  -6.48  0.097

---

# 2
This record from the OMol25 dataset describes a structure of composition C30H24MoNO7PS2 at a distorted geometry. The level of theory is ωB97M-V/def2-TZVPD.

Values from the calculation:
Frontier orbital gap (alpha / beta), eV: 4.8 / 4.5
E_LUMO (alpha / beta), hartree: -0.1092 / -0.1205
Largest force on an atom, Eh/bohr: 0.086
Multiplicity: 1

Each line ends with the natural charge from an NBO analysis.
Cartesian coordinates (Å):
Mo  9.44  9.83  11.82  0.721
O  16.10  11.48  12.04  -0.716
C  15.42  10.54  11.63  0.682
O  15.65  9.81  10.66  -0.682
C  14.18  10.09  12.36  0.060
C  13.26  10.91  13.17  -0.250
C  11.93  10.74  13.09  -0.010
N  11.40  9.57  12.59  -0.569
C  12.27  8.53  12.25  0.190
C  13.63  8.84  11.94  -0.187
C  11.67  7.17  12.24  0.667
O  10.67  6.91  12.94  -0.710
O  12.30  6.41  11.43  -0.692
H  13.70  11.68  13.76  0.247
H  11.21  11.51  13.55  0.214
H  14.20  8.02  11.53  0.300
C  6.51  11.72  12.88  -0.940
P  7.36  10.12  13.10  1.049
C  5.91  9.01  12.54  -0.876
C  7.25  9.81  14.89  -0.374
C  7.30  10.81  15.83  -0.184
C  7.19  10.58  17.20  -0.210
C  6.97  9.29  17.67  -0.178
C  6.88  8.26  16.71  -0.183
C  6.98  8.55  15.34  -0.180
H  6.92  12.46  13.56  0.246
H  5.43  11.74  13.11  0.254
H  6.67  12.05  11.86  0.255
H  4.96  9.24  13.10  0.248
H  6.31  8.00  12.75  0.242
H  5.78  9.00  11.46  0.253
H  7.54  11.85  15.55  0.209
H  7.12  11.47  17.88  0.228
H  7.01  9.05  18.76  0.232
H  6.73  7.29  17.11  0.227
H  6.78  7.80  14.60  0.220
O  5.20  3.44  15.16  -0.797
S  5.93  4.14  16.21  2.400
O  5.45  4.03  17.57  -0.793
O  6.90  5.09  15.80  -0.806
S  8.51  8.58  10.38  0.044
C  9.51  11.51  11.07  -0.221
C  9.81  12.27  10.08  0.047
C  10.30  13.05  9.09  0.044
C  11.76  13.40  8.91  -0.030
C  12.67  13.03  9.90  -0.188
C  14.02  13.35  9.78  -0.191
C  14.44  14.21  8.82  -0.164
C  13.60  14.58  7.83  -0.222
C  12.26  14.19  7.83  -0.191
C  9.24  13.74  8.29  -0.074
C  9.31  15.06  7.85  -0.187
C  8.23  15.71  7.29  -0.208
C  7.06  15.05  7.08  -0.193
C  6.96  13.74  7.59  -0.190
C  8.08  13.03  7.98  -0.188
H  12.42  12.30  10.69  0.224
H  14.85  12.93  10.46  0.282
H  15.48  14.59  8.77  0.229
H  14.00  14.97  6.90  0.222
H  11.61  14.48  6.97  0.227
H  10.20  15.61  8.12  0.228
H  8.28  16.81  7.11  0.228
H  6.20  15.44  6.58  0.225
H  6.01  13.17  7.57  0.217
H  8.06  11.97  8.08  0.223

---

# 3
This record from the OMol25 dataset describes a structure of composition C26H42BeCl3N4O4Si at a distorted geometry. The level of theory is ωB97M-V/def2-TZVPD.

Values from the calculation:
Frontier orbital gap, eV: 3.2
E_LUMO, hartree: 0.0731
Net charge: -1
Largest force on an atom, Eh/bohr: 0.042
Multiplicity: 1
Energy above the lowest of the compared OMol25 structures with the same formula, charge and spin, kcal/mol: 71.75

Each line ends with the Löwdin charge.
Cartesian coordinates (Å):
C  -1.29  -1.23  -4.23  -0.040
C  -0.77  -1.56  -2.84  -0.426
H  -1.66  -2.11  -4.77  0.073
H  -0.45  -0.84  -4.84  0.074
H  -2.10  -0.50  -4.20  0.060
C  -0.24  -2.85  -2.62  -0.234
C  0.27  -3.75  -3.68  -0.226
H  -0.33  -3.31  -1.64  0.055
H  1.02  -3.31  -4.35  0.043
H  -0.53  -4.16  -4.32  0.036
H  0.75  -4.61  -3.20  0.048
Be  -3.96  1.62  0.38  -0.527
Cl  -4.95  0.84  1.83  0.167
Cl  1.40  1.89  -1.64  0.500
H  0.97  2.70  1.73  0.092
H  -0.42  3.32  4.06  0.090
C  0.10  3.05  1.16  -0.055
C  -0.86  3.96  3.29  -0.030
N  -1.07  3.24  2.04  -0.148
H  -0.16  2.30  0.41  0.048
C  -2.16  2.54  1.81  -0.250
O  -2.47  2.06  0.66  -0.109
H  -1.82  4.33  3.66  0.091
H  -2.86  2.39  2.64  0.110
H  0.37  3.99  0.66  0.081
H  -0.21  4.82  3.12  0.095
H  2.42  -1.82  -2.79  0.080
H  2.35  -3.55  -0.96  0.089
C  3.15  -1.24  -2.20  -0.057
C  3.15  -2.97  -0.48  -0.062
N  3.01  -1.56  -0.79  -0.189
H  2.97  -0.17  -2.36  0.042
C  3.32  -0.59  0.15  -0.334
O  3.39  0.61  -0.08  -0.088
H  3.09  -3.11  0.61  0.070
H  3.46  -1.00  1.17  0.101
H  4.16  -1.51  -2.55  0.085
H  4.12  -3.35  -0.84  0.082
O  -0.14  -0.34  -2.20  -0.186
C  -1.30  -0.82  -1.56  -0.220
C  0.08  -1.71  0.37  -0.041
C  -1.17  -1.54  -0.25  -0.169
H  0.93  -1.15  -0.03  0.095
C  0.25  -2.59  1.43  -0.105
H  -2.18  -0.17  -1.67  0.109
C  -2.28  -2.20  0.35  -0.038
H  1.25  -2.72  1.87  0.080
C  -0.84  -3.30  1.94  -0.120
C  -2.11  -3.08  1.41  -0.112
H  -3.27  -2.01  -0.06  0.109
H  -0.69  -3.99  2.77  0.087
H  -2.97  -3.60  1.84  0.094
Si  0.08  2.83  -2.93  0.185
Cl  -4.64  1.65  -1.33  0.185
C  1.25  4.05  -3.79  -0.241
C  -1.10  3.88  -1.86  -0.204
C  -1.00  1.97  -4.16  -0.196
H  1.88  4.55  -3.04  0.018
H  0.66  4.81  -4.31  0.019
H  1.90  3.55  -4.51  0.023
H  -0.45  1.21  -4.72  0.019
H  -1.41  2.68  -4.89  0.042
H  -1.88  1.52  -3.65  0.029
H  -1.84  3.24  -1.36  0.001
H  -1.66  4.60  -2.48  0.038
H  -0.56  4.45  -1.10  0.007
N  2.84  -1.18  5.35  0.162
C  2.31  -1.10  4.09  -0.462
O  2.96  -1.45  3.09  0.022
C  0.89  -0.66  4.04  -0.133
C  -0.07  -1.16  4.93  -0.025
C  -1.41  -0.88  4.70  -0.041
C  -1.75  -0.07  3.61  -0.114
N  -0.83  0.48  2.83  0.099
C  0.46  0.19  2.99  -0.059
H  3.83  -1.40  5.41  0.110
H  2.40  -0.74  6.14  0.101
H  0.26  -1.79  5.76  0.114
H  -2.21  -1.27  5.32  0.104
H  -2.79  0.14  3.38  0.059
H  1.17  0.59  2.27  0.121